11
Properties=species:S:1:pos:R:3 method="wB97M-V/def2-TZVPD" smiles="CC(=O)C(=O)C=O" largest_force_ha_per_bohr=0.0137 e_tot_ev=-10353.8485 mol_weight_g_mol=100.07 e_above_lowest_kj_mol=131.57
C 0.6612 -1.0429 -0.9551
C 0.8160 -0.2199 0.2858
O 1.8473 0.2526 0.7039
C -0.4762 0.1775 1.0086
O -0.9536 -0.3883 1.9604
C -1.1123 1.4241 0.3886
O -0.9574 1.6500 -0.7879
H 0.1102 -1.9675 -0.7563
H 1.6347 -1.2637 -1.3939
H 0.0658 -0.4367 -1.6476
H -1.7069 2.0698 1.0586

***

9
Properties=species:S:1:pos:R:3 method="wB97M-V/def2-TZVPD" smiles="C=C[SiH2]F" largest_force_ha_per_bohr=0.0748 e_tot_ev=-12750.0331 mol_weight_g_mol=76.15 e_above_lowest_kj_mol=40.19
C -0.0725 -0.5768 1.3064
C -0.2077 -0.3155 -0.0181
Si -0.6012 1.3578 -0.7672
F -0.0124 2.6062 0.0146
H 0.0754 -1.6468 1.5620
H -0.3444 -0.0922 2.2325
H 0.1104 -1.0367 -0.6827
H 0.1717 1.5864 -2.2594
H -1.9899 1.5579 -0.7573

***

11
Properties=species:S:1:pos:R:3 method="wB97M-V/def2-TZVPD" smiles="C#CC(=O)C#CC" largest_force_ha_per_bohr=0.0192 e_tot_ev=-8328.8060 mol_weight_g_mol=92.10 e_above_lowest_kj_mol=350.65
C 1.9544 -1.0965 0.6918
C 1.2939 -0.0985 0.5391
C 0.9483 1.3448 0.4985
O 1.6896 2.1052 1.0652
C -0.2882 1.6219 -0.2256
C -1.1738 0.8498 -0.5348
C -1.6562 -0.5154 -0.6209
H 2.6665 -1.8709 0.8741
H -2.5498 -0.7171 -0.0284
H -0.7693 -0.9988 -0.1485
H -1.7584 -0.8899 -1.6409

***

59
Properties=species:S:1:pos:R:3 method="wB97M-V/def2-TZVPD" largest_force_ha_per_bohr=0.0223 e_tot_ev=-138100.8118 mol_weight_g_mol=715.42 e_above_lowest_kj_mol=277.17
Rh 0.3308 -1.0459 -1.7524
Br 0.5228 -0.1372 2.8503
C -0.8370 -4.0705 3.6706
C -0.5776 -3.4067 2.3543
C 0.5780 -3.6502 1.6263
C 0.7970 -2.9856 0.4424
N -0.0677 -2.0936 -0.0459
C -1.1840 -1.8451 0.6509
C -1.4747 -2.4911 1.8274
H 0.0417 -4.6058 4.0241
H -1.6626 -4.7798 3.5863
H -1.1100 -3.3235 4.4159
H 1.3288 -4.3369 1.9911
H 1.6971 -3.1548 -0.1359
H -1.8513 -1.0994 0.2449
H -2.3771 -2.2283 2.3610
O 0.7938 0.1581 -5.7376
S 1.7441 -0.1154 -4.6772
N 1.1983 -0.2691 -3.2966
N 0.7208 4.4074 2.8226
C 1.3865 5.3368 3.5858
C 0.9637 6.2465 4.5493
C 1.9379 7.0423 5.1179
C 3.2876 6.9345 4.7431
C 3.7012 6.0256 3.7914
C 2.7333 5.2107 3.2052
N 2.8656 4.2236 2.2523
C 1.6599 3.7701 2.0533
C 1.3293 2.7022 1.1152
C 0.0328 2.4560 0.6837
C -0.2085 1.4077 -0.1770
N 0.7650 0.6088 -0.6124
C 2.0162 0.8324 -0.1929
C 2.3377 1.8719 0.6464
H -0.2506 4.1585 2.9011
H -0.0741 6.3299 4.8436
H 1.6571 7.7652 5.8720
H 4.0149 7.5788 5.2188
H 4.7393 5.9327 3.5027
H -0.8053 3.0556 1.0089
H -1.2096 1.1911 -0.5313
H 2.7762 0.1431 -0.5403
H 3.3542 2.0180 0.9800
O 0.7735 -3.2958 -5.0148
S -0.1358 -3.7674 -4.0146
O 0.1146 -5.0333 -3.4061
N -0.3641 -2.5942 -2.8771
C -1.5407 -2.0111 -2.9275
O -1.6487 -1.0025 -2.1718
C -2.4727 -2.6051 -3.8946
C -3.7886 -2.2917 -4.1664
C -4.4431 -3.0314 -5.1442
C -3.7909 -4.0550 -5.8231
C -2.4623 -4.3704 -5.5478
C -1.8254 -3.6278 -4.5820
H -4.2861 -1.4935 -3.6324
H -5.4747 -2.8107 -5.3815
H -4.3237 -4.6143 -6.5798
H -1.9528 -5.1643 -6.0758

***

14
Properties=species:S:1:pos:R:3 method="wB97M-V/def2-TZVPD" smiles="O=C([O-])C(=O)CNNO" total_charge=-1 largest_force_ha_per_bohr=0.0699 e_tot_ev=-14360.8943 mol_weight_g_mol=133.08 e_above_lowest_kj_mol=286.02
O 2.0371 0.8711 2.6948
C 1.9936 0.9569 1.4729
O 2.3714 1.8837 0.6952
C 1.4270 -0.3655 0.8645
O 2.0673 -1.3753 0.7574
C -0.0918 -0.4587 0.8550
N -0.4944 0.6005 -0.0823
N 0.0202 0.3906 -1.3694
O 1.4614 0.5686 -1.2968
H -0.4572 -1.4095 0.4729
H -0.6199 -0.3574 1.8285
H -1.5928 0.6597 -0.1524
H 0.0789 -0.6841 -1.4761
H 1.7541 1.2239 -0.5669

***

79
Properties=species:S:1:pos:R:3 method="wB97M-V/def2-TZVPD" total_charge=-1 largest_force_ha_per_bohr=0.0078 e_tot_ev=-171018.0628 mol_weight_g_mol=916.39 e_above_lowest_kj_mol=10.60
Al 2.3134 -2.4931 1.5729
Cl 1.1670 1.1286 7.7041
C 1.4451 0.5263 6.0871
C 2.0534 -0.7007 5.9102
C 2.2628 -1.1434 4.6209
Cl 3.0379 -2.6747 4.3676
C 1.8836 -0.4266 3.4704
O 2.1091 -0.8732 2.2531
C 1.2682 0.8086 3.7143
Cl 0.7126 1.7995 2.4049
C 1.0536 1.2803 5.0000
H 2.3584 -1.3007 6.7551
H 0.5724 2.2376 5.1411
Cl -3.3786 -7.3862 1.9879
C -2.0518 -6.2479 2.0174
C -1.9422 -5.3588 3.0691
C -0.8904 -4.4595 3.0758
Cl -0.7612 -3.3305 4.3902
C 0.0658 -4.4087 2.0509
O 1.0303 -3.5330 2.0764
C -0.0871 -5.3399 1.0105
Cl 1.0701 -5.3276 -0.2582
C -1.1306 -6.2487 0.9865
H -2.6629 -5.3559 3.8739
H -1.2140 -6.9475 0.1665
O 4.4725 -1.6896 -1.2461
S 3.6532 -2.7531 -0.7340
O 2.2953 -2.1971 -0.2214
O 3.4225 -3.8695 -1.6104
S 4.3509 -3.3775 1.1220
C -0.9737 1.1218 -1.2243
P 0.2952 -0.0840 -0.5573
C -0.2659 -1.5401 -1.5374
C 0.2949 -2.0346 -2.7111
C -0.2245 -3.1696 -3.3182
C -1.3139 -3.8281 -2.7658
C -1.8707 -3.3575 -1.5854
C -1.3399 -2.2306 -0.9732
C 1.7340 0.6456 -1.4373
C 1.7258 0.9808 -2.7923
C 2.8179 1.6018 -3.3794
C 3.9342 1.9087 -2.6117
C 3.9502 1.5887 -1.2624
C 2.8596 0.9569 -0.6821
P -0.5853 2.8583 -0.6630
C -0.8477 3.7704 -2.2377
C 0.2608 4.3726 -2.8247
C 0.1521 5.0165 -4.0533
C -1.0711 5.0668 -4.7021
C -2.1866 4.4672 -4.1249
C -2.0733 3.8211 -2.9049
C -2.1151 3.2866 0.2649
C -2.6776 2.3671 1.1508
C -3.7643 2.7127 1.9425
C -4.3048 3.9884 1.8690
C -3.7406 4.9198 1.0075
C -2.6524 4.5736 0.2195
H -1.9688 0.8262 -0.8888
H -0.9670 1.1045 -2.3142
H 1.1767 -1.5686 -3.1302
H 0.2420 -3.5530 -4.2171
H -1.7076 -4.7201 -3.2369
H -2.6987 -3.8823 -1.1242
H -1.7544 -1.8888 -0.0289
H 0.8547 0.7722 -3.4020
H 2.7957 1.8448 -4.4349
H 4.7921 2.3862 -3.0691
H 4.8219 1.8110 -0.6605
H 2.8826 0.6880 0.3677
H 1.2188 4.3216 -2.3198
H 1.0253 5.4735 -4.5016
H -1.1598 5.5690 -5.6574
H -3.1430 4.4996 -4.6320
H -2.9441 3.3522 -2.4608
H -2.2528 1.3736 1.2404
H -4.1853 1.9821 2.6217
H -5.1564 4.2567 2.4813
H -4.1479 5.9218 0.9495
H -2.2206 5.3114 -0.4466

***

Please write out number 1 again, unchanged.
11
Properties=species:S:1:pos:R:3 method="wB97M-V/def2-TZVPD" smiles="CC(=O)C(=O)C=O" largest_force_ha_per_bohr=0.0137 e_tot_ev=-10353.8485 mol_weight_g_mol=100.07 e_above_lowest_kj_mol=131.57
C 0.6612 -1.0429 -0.9551
C 0.8160 -0.2199 0.2858
O 1.8473 0.2526 0.7039
C -0.4762 0.1775 1.0086
O -0.9536 -0.3883 1.9604
C -1.1123 1.4241 0.3886
O -0.9574 1.6500 -0.7879
H 0.1102 -1.9675 -0.7563
H 1.6347 -1.2637 -1.3939
H 0.0658 -0.4367 -1.6476
H -1.7069 2.0698 1.0586